A 9-piece molecular cluster, C68H156F8N5O17P4S8 overall in a non-equilibrium geometry, computed with the ωB97M-V functional and the def2-TZVPD basis.

ORCA input file:
```
! RIJCOSX wB97M-V def2-TZVPD def2/J DEFGRID3
* xyz 1 1
C 4.10 -4.07 -2.99
C 4.31 -2.60 -3.19
C 3.24 -1.98 -4.08
O 3.49 -2.17 -5.47
C 2.58 -1.62 -6.37
N 4.41 -1.86 -1.87
H 3.73 -2.16 -1.18
H 5.33 -2.03 -1.46
H 4.32 -0.85 -1.93
H 3.99 -4.58 -3.95
H 3.23 -4.41 -2.42
H 4.93 -4.50 -2.41
H 5.29 -2.30 -3.58
H 3.03 -0.93 -3.88
H 2.25 -2.40 -3.86
H 2.31 -0.59 -6.12
H 1.60 -2.11 -6.38
H 2.97 -1.64 -7.39
C 1.32 4.44 0.87
C 1.60 4.14 2.32
C 2.65 3.10 2.61
C 2.86 2.92 4.10
P 3.47 1.27 4.67
C 4.88 0.72 3.60
C 6.15 1.60 3.47
C 7.21 0.91 2.59
C 8.51 1.79 2.52
C 2.08 0.14 4.57
C 0.63 0.61 4.84
C -0.45 -0.26 4.26
C -1.84 0.30 4.53
C 4.12 1.39 6.34
C 3.26 2.02 7.41
C 3.90 1.97 8.81
C 5.25 2.74 8.88
H 0.96 3.61 0.26
H 2.18 4.89 0.37
H 0.56 5.20 0.70
H 0.64 4.01 2.82
H 2.13 5.03 2.67
H 3.57 3.26 2.05
H 2.21 2.16 2.26
H 1.95 3.07 4.68
H 3.68 3.58 4.40
H 4.37 0.72 2.63
H 5.10 -0.35 3.61
H 6.51 1.76 4.49
H 5.90 2.63 3.21
H 6.78 0.73 1.61
H 7.51 -0.06 2.99
H 9.15 1.60 3.38
H 8.26 2.84 2.36
H 9.19 1.53 1.70
H 2.46 -0.75 5.06
H 2.06 -0.12 3.51
H 0.41 1.59 4.40
H 0.45 0.73 5.91
H -0.43 -1.27 4.69
H -0.35 -0.32 3.17
H -2.02 1.29 4.11
H -2.06 0.23 5.60
H -2.55 -0.33 3.99
H 5.09 1.87 6.24
H 4.36 0.36 6.61
H 2.27 1.55 7.43
H 2.95 3.03 7.13
H 4.10 0.94 9.14
H 3.23 2.29 9.61
H 5.54 2.84 9.93
H 5.18 3.72 8.41
H 6.01 2.23 8.30
C -2.84 6.20 -9.26
C -3.34 5.25 -8.14
C -2.99 5.86 -6.78
C -1.53 6.20 -6.51
P -0.42 4.71 -6.19
C 0.89 4.90 -4.95
C 0.34 5.24 -3.58
C 1.55 5.65 -2.64
C 2.04 7.11 -2.88
C -1.49 3.33 -5.68
C -0.81 2.05 -5.05
C -1.88 1.10 -4.39
C -1.34 -0.12 -3.64
C 0.37 4.38 -7.80
C 0.84 2.95 -8.06
C 2.18 2.48 -7.50
C 3.43 3.19 -7.99
H -3.34 7.17 -9.30
H -3.15 5.82 -10.23
H -1.76 6.34 -9.21
H -2.85 4.29 -8.33
H -4.39 5.02 -8.30
H -3.40 5.18 -6.03
H -3.61 6.75 -6.73
H -1.53 6.95 -5.73
H -1.01 6.76 -7.29
H 1.66 5.60 -5.30
H 1.40 3.94 -4.94
H -0.18 4.41 -3.10
H -0.37 6.05 -3.72
H 2.31 4.87 -2.71
H 1.34 5.68 -1.57
H 2.49 7.08 -3.88
H 2.80 7.42 -2.16
H 1.14 7.73 -2.88
H -2.19 3.03 -6.47
H -2.17 3.67 -4.90
H -0.11 2.37 -4.28
H -0.23 1.45 -5.75
H -2.61 0.76 -5.13
H -2.50 1.76 -3.78
H -0.81 -0.77 -4.35
H -2.14 -0.74 -3.24
H -0.66 0.14 -2.83
H 1.11 5.14 -8.07
H -0.43 4.45 -8.55
H 0.91 2.77 -9.13
H 0.09 2.19 -7.83
H 2.12 1.40 -7.65
H 2.19 2.59 -6.42
H 4.32 2.55 -7.87
H 3.67 4.09 -7.42
H 3.33 3.44 -9.04
C -2.02 -11.05 1.78
C -2.28 -9.68 1.20
C -1.42 -8.57 1.80
C -1.37 -7.33 0.88
P -0.20 -5.97 1.26
C 0.23 -5.25 -0.34
C -1.00 -4.94 -1.23
C -0.39 -4.21 -2.44
C -1.42 -3.88 -3.53
C -0.99 -4.95 2.55
C -2.19 -4.12 2.03
C -2.83 -3.29 3.17
C -3.89 -2.31 2.70
C 1.26 -6.78 2.01
C 2.09 -7.73 1.10
C 3.10 -6.88 0.18
C 4.49 -6.81 0.79
H -2.70 -11.87 1.57
H -2.13 -10.99 2.87
H -0.99 -11.41 1.70
H -3.34 -9.42 1.16
H -2.03 -9.80 0.14
H -0.41 -8.99 1.83
H -1.75 -8.32 2.81
H -2.38 -6.90 0.92
H -1.21 -7.65 -0.15
H 0.76 -6.06 -0.85
H 0.84 -4.35 -0.29
H -1.79 -4.36 -0.74
H -1.60 -5.78 -1.58
H 0.48 -4.77 -2.79
H 0.03 -3.28 -2.06
H -0.95 -3.45 -4.41
H -2.14 -3.12 -3.20
H -2.08 -4.71 -3.76
H -0.28 -4.32 3.07
H -1.33 -5.73 3.24
H -2.92 -4.76 1.56
H -1.92 -3.31 1.35
H -2.04 -2.65 3.55
H -3.09 -3.87 4.06
H -4.26 -1.76 3.57
H -4.66 -2.88 2.18
H -3.47 -1.54 2.05
H 0.81 -7.46 2.74
H 1.90 -6.16 2.64
H 1.43 -8.40 0.54
H 2.68 -8.32 1.80
H 2.78 -5.84 0.08
H 3.16 -7.29 -0.83
H 4.46 -6.38 1.80
H 5.11 -6.07 0.29
H 5.05 -7.75 0.85
C -8.89 -1.19 2.62
C -8.36 -0.18 3.68
C -7.83 1.13 3.09
C -6.65 1.00 2.06
P -6.16 2.49 1.09
C -6.01 3.88 2.28
C -5.29 5.13 1.81
C -4.77 5.96 2.99
C -3.46 5.45 3.61
C -7.45 2.80 -0.25
C -8.93 2.37 -0.10
C -9.47 1.92 -1.49
C -10.92 1.75 -1.62
C -4.50 2.20 0.49
C -3.44 2.04 1.54
C -2.06 2.19 0.98
C -1.66 1.19 -0.13
H -8.15 -1.39 1.84
H -9.75 -0.70 2.16
H -9.23 -2.13 3.06
H -7.53 -0.52 4.30
H -9.21 0.01 4.32
H -7.47 1.67 3.97
H -8.71 1.65 2.70
H -6.90 0.26 1.30
H -5.71 0.62 2.47
H -5.53 3.52 3.20
H -7.08 4.01 2.45
H -5.95 5.76 1.21
H -4.41 4.88 1.21
H -5.49 6.01 3.81
H -4.40 6.92 2.63
H -3.60 4.39 3.85
H -3.29 5.93 4.57
H -2.65 5.57 2.90
H -6.94 2.26 -1.04
H -7.44 3.83 -0.62
H -9.43 3.15 0.46
H -8.92 1.47 0.52
H -8.98 0.98 -1.75
H -9.11 2.72 -2.15
H -11.44 2.67 -1.33
H -11.28 0.99 -0.92
H -11.16 1.34 -2.60
H -4.24 3.10 -0.07
H -4.55 1.29 -0.11
H -3.51 1.10 2.10
H -3.56 2.82 2.29
H -1.30 2.18 1.76
H -1.94 3.18 0.53
H -2.25 1.37 -1.03
H -1.76 0.18 0.26
H -0.61 1.37 -0.35
N 4.45 1.00 -2.50
S 3.63 1.74 -3.47
O 4.00 3.09 -3.91
O 2.22 1.40 -3.65
F 4.18 0.93 -4.78
S 4.00 2.02 -1.18
O 2.65 1.99 -0.78
O 4.70 3.30 -1.07
F 4.81 1.16 -0.09
N 7.12 -2.47 -1.40
S 8.02 -3.70 -1.62
O 7.30 -4.98 -1.67
O 9.42 -3.60 -1.25
F 8.13 -3.48 -3.25
S 7.32 -2.43 0.29
O 8.37 -1.60 0.82
O 7.04 -3.65 1.03
F 6.05 -1.55 0.65
N 2.65 -2.42 0.34
S 2.87 -2.82 1.77
O 1.89 -3.79 2.22
O 3.52 -1.89 2.66
F 4.07 -3.84 1.43
S 1.35 -1.37 0.50
O 1.69 -0.07 1.06
O 0.11 -1.98 0.87
F 1.11 -0.99 -1.05
N 1.25 -4.51 7.00
S 0.27 -5.18 6.00
O 0.86 -6.05 5.03
O -0.94 -4.47 5.74
F -0.27 -6.35 6.99
S 2.14 -3.73 5.87
O 1.44 -2.96 4.80
O 3.38 -4.32 5.51
F 2.78 -2.53 6.85
*
```

Calculated values
**HOMO level**: -0.37998 Ha
**Gap between HOMO and LUMO**: 7.65 eV
**E**: -260870.828 eV